[1]
A structure of composition C5H10N5 at a distorted geometry. Source: OMol25; level of theory: ωB97M-V with the def2-TZVPD basis set.

Results
- ΔE to the lowest compared entry with this formula, charge and spin: 121.2 kcal/mol
- Gap between HOMO and LUMO: 9.86 eV
- Total charge: +1

Each line ends with the Löwdin charge.
Cartesian coordinates (Å):
1 C -1.30423 0.68426 -0.47895  -0.396
2 C 0.77706 -1.05668 0.31562  -0.288
3 C -2.87502 -0.54441 0.19196  0.075
4 C -1.11281 2.09017 0.22367  0.005
5 C 1.83234 -1.90658 0.97246  0.016
6 N -2.69775 0.34244 -0.84562  0.036
7 N -0.41643 -1.04526 0.91291  0.140
8 N 0.06909 0.61231 -1.33824  0.085
9 N -1.47874 -0.37180 0.42050  -0.126
10 N 0.95577 -0.26708 -0.71005  0.074
11 H -0.68815 2.76199 -0.53365  0.078
12 H -0.37633 1.93346 0.96857  0.056
13 H -2.04599 2.57352 0.71742  0.126
14 H 2.75322 -1.85647 0.27078  0.122
15 H 1.47498 -2.93642 1.46596  0.154
16 H 2.18469 -1.35731 1.90106  0.112
17 H -3.38112 0.93545 -1.46491  0.198
18 H -0.67360 -1.56779 1.76967  0.204
19 H -0.19364 0.30038 -2.32431  0.167
20 H 1.87349 -0.31055 -1.08749  0.161

---

[2]
A cluster of 3 separate species, C3H8O4S in total at a distorted geometry. Source: OMol25; level of theory: ωB97M-V with the def2-TZVPD basis set.

Results
- ΔE to the lowest compared entry with this formula, charge and spin: 24.8 kcal/mol
- Gap between HOMO and LUMO: 5.60 eV
- Total charge: -2

Each line ends with the Löwdin charge.
Cartesian coordinates (Å):
1 O -1.65621 -1.42367 -1.11766  -0.079
2 C -1.15613 -0.94258 -0.08607  -0.740
3 O -0.46520 -1.56473 0.79947  -0.147
4 C -1.23090 0.58600 0.24649  -0.224
5 C 0.18925 1.18552 0.04942  -0.698
6 S 0.19983 2.91805 -0.74290  -0.091
7 H -1.70907 0.57632 1.23166  0.086
8 H -1.84568 1.22061 -0.39002  0.043
9 H 0.57428 1.43211 1.03790  0.008
10 H 0.88197 0.60284 -0.54267  0.002
11 H 1.77188 -2.64001 -1.55075  0.036
12 H 1.31515 -1.13078 -1.20181  -0.015
13 O 1.80131 -1.69800 -1.79775  -0.080
14 H 0.22422 -1.58889 2.80649  0.007
15 H 1.58642 -1.43924 2.13989  0.015
16 O 1.16832 -1.47295 3.01146  -0.124

---

[3]
A cluster of 8 separate species, C42H77ClN14 in total at a distorted geometry. Source: OMol25; level of theory: ωB97M-V with the def2-TZVPD basis set.

Results
- ΔE to the lowest compared entry with this formula, charge and spin: 260.1 kcal/mol
- Gap between HOMO and LUMO: 9.45 eV
- Total charge: +6

Each line ends with the Löwdin charge.
Cartesian coordinates (Å):
1 C -8.52166 1.99042 -24.00685  -0.091
2 C -7.79108 1.98207 -25.39143  -0.126
3 N -8.33678 2.96858 -26.32018  -0.057
4 C -9.62873 2.93150 -26.75297  -0.018
5 C -9.82985 3.98939 -27.59526  0.028
6 N -8.66090 4.77781 -27.64065  -0.060
7 C -7.72878 4.08480 -26.87053  0.028
8 C -8.49350 6.03802 -28.38459  0.041
9 H -9.48172 1.47848 -23.94139  0.065
10 H -8.79369 2.99162 -23.67257  0.046
11 H -7.89496 1.49886 -23.26274  0.001
12 H -7.95130 1.01561 -25.86932  0.126
13 H -6.74232 2.17259 -25.16361  0.115
14 H -10.28958 2.09752 -26.56820  0.152
15 H -10.72532 4.36919 -28.06460  0.148
16 H -6.71180 4.39283 -26.67749  0.154
17 H -9.34154 6.15436 -29.05941  0.118
18 H -7.52588 6.17696 -28.86678  0.117
19 H -8.50941 6.81710 -27.62245  0.098
20 C -12.08091 3.77574 -19.62402  -0.044
21 C -10.86121 3.68235 -20.56106  -0.178
22 N -11.09131 4.50425 -21.78182  -0.044
23 C -11.56958 4.09380 -22.96074  -0.038
24 C -11.73404 5.16223 -23.84977  0.018
25 N -11.24457 6.28058 -23.22020  -0.093
26 C -10.94782 5.88368 -21.93166  0.024
27 C -11.36427 7.64787 -23.64819  0.026
28 H -11.97005 3.50148 -18.57494  0.067
29 H -12.91139 3.19256 -20.02190  0.090
30 H -12.43563 4.79728 -19.48706  0.088
31 H -10.54387 2.69136 -20.88565  0.067
32 H -9.93576 4.06663 -20.13212  0.088
33 H -11.74746 3.03356 -23.06388  0.141
34 H -12.12244 5.15959 -24.85751  0.143
35 H -10.54926 6.43306 -21.09158  0.164
36 H -11.20450 7.73670 -24.72275  0.113
37 H -10.68175 8.26886 -23.06797  0.112
38 H -12.39817 7.91834 -23.43369  0.127
39 C -2.90886 -4.48959 -18.94380  -0.021
40 C -3.00936 -3.27399 -17.94343  -0.106
41 N -4.23892 -2.50318 -18.19745  -0.064
42 C -4.40836 -1.51098 -19.15827  -0.011
43 C -5.72821 -1.10273 -19.15238  -0.027
44 N -6.33688 -1.72201 -18.05779  -0.076
45 C -5.39194 -2.58265 -17.47051  0.083
46 C -7.67208 -1.50355 -17.61337  -0.015
47 H -3.82505 -5.07914 -18.91036  0.081
48 H -2.15560 -5.23838 -18.69881  0.100
49 H -2.74984 -4.20290 -19.98334  0.043
50 H -2.20951 -2.55403 -18.11660  0.132
51 H -3.09109 -3.50124 -16.88052  0.137
52 H -3.59871 -1.39793 -19.86402  0.131
53 H -6.27191 -0.38055 -19.74337  0.046
54 H -5.44481 -3.13222 -16.54230  0.177
55 H -7.79718 -0.54565 -17.10851  0.081
56 H -7.96818 -2.21790 -16.84518  0.118
57 H -8.42207 -1.54028 -18.40348  0.098
58 C -6.42953 7.92037 -15.90276  -0.038
59 C -6.08236 6.47461 -15.36148  -0.136
60 N -6.01598 5.50933 -16.44398  -0.036
61 C -6.92761 5.41748 -17.50471  -0.023
62 C -6.61252 4.31971 -18.25859  -0.088
63 N -5.43298 3.81284 -17.79832  -0.076
64 C -5.01230 4.55213 -16.68613  0.096
65 C -4.70278 2.66069 -18.43461  0.020
66 H -7.43447 7.95252 -16.32366  0.067
67 H -5.75550 8.24891 -16.69387  0.083
68 H -6.30952 8.70842 -15.15933  0.098
69 H -6.91853 6.20290 -14.71721  0.128
70 H -5.20031 6.45081 -14.72153  0.139
71 H -7.80222 6.05093 -17.51982  0.134
72 H -7.13793 3.93655 -19.12088  0.047
73 H -4.12038 4.34747 -16.11256  0.169
74 H -4.98913 1.73087 -17.94315  0.082
75 H -3.63686 2.86622 -18.33627  0.105
76 H -4.86898 2.54473 -19.50560  0.062
77 C -8.56226 -1.37012 -23.72008  -0.038
78 C -7.69569 -1.29313 -22.49653  -0.216
79 N -6.64475 -2.30561 -22.48922  -0.053
80 C -6.76238 -3.66495 -22.32447  0.044
81 C -5.41951 -4.20995 -22.42936  0.024
82 N -4.54138 -3.25855 -22.86508  -0.095
83 C -5.31303 -2.12294 -22.89778  0.000
84 C -3.12987 -3.44037 -23.00305  0.031
85 H -8.01322 -0.95569 -24.56560  0.078
86 H -9.42277 -0.71076 -23.60663  0.075
87 H -8.99166 -2.35618 -23.89729  0.102
88 H -8.14953 -1.30120 -21.50554  0.109
89 H -7.10924 -0.37672 -22.43045  0.066
90 H -7.71820 -4.13992 -22.15953  0.144
91 H -5.06198 -5.22463 -22.33458  0.147
92 H -4.89291 -1.21685 -23.30873  0.147
93 H -2.88661 -4.35937 -23.53631  0.131
94 H -2.75569 -3.51077 -21.98170  0.084
95 H -2.72353 -2.58978 -23.55029  0.114
96 C -12.98585 0.12081 -18.17380  -0.024
97 C -11.56046 -0.45664 -18.03896  -0.188
98 N -10.81213 0.19326 -17.00821  -0.064
99 C -10.97463 0.02598 -15.64601  0.041
100 C -10.03639 0.86706 -15.00509  0.034
101 N -9.35246 1.61497 -15.95806  -0.096
102 C -9.89443 1.25862 -17.17280  -0.003
103 C -8.33573 2.65157 -15.79357  0.022
104 H -13.53824 -0.29631 -19.01580  0.097
105 H -12.89069 1.20588 -18.13305  0.063
106 H -13.58484 -0.09522 -17.28913  0.091
107 H -11.02674 -0.33223 -18.98117  0.116
108 H -11.46123 -1.52076 -17.82470  0.138
109 H -11.69996 -0.64045 -15.20312  0.154
110 H -9.77451 1.01205 -13.96740  0.144
111 H -9.72876 1.71779 -18.13619  0.100
112 H -8.28038 2.92498 -14.73987  0.116
113 H -8.60552 3.48810 -16.43818  0.090
114 H -7.39223 2.15468 -16.01947  0.095
115 C -7.65506 5.90545 -23.62800  -0.049
116 C -6.19510 6.11523 -23.14468  -0.104
117 N -5.38094 4.88162 -23.27436  -0.030
118 C -5.59818 3.70974 -22.58512  -0.063
119 C -4.57122 2.81629 -22.75329  -0.030
120 N -3.65314 3.43392 -23.55367  -0.077
121 C -4.21541 4.65517 -23.95673  0.059
122 C -2.37960 2.86861 -24.05522  0.042
123 H -7.79511 5.62552 -24.67209  0.060
124 H -8.29169 6.72881 -23.30416  0.078
125 H -8.12664 5.04384 -23.15542  0.042
126 H -6.05831 6.46826 -22.12255  0.139
127 H -5.84550 6.87910 -23.83920  0.137
128 H -6.46580 3.64381 -21.94536  0.066
129 H -4.33989 1.87376 -22.27943  0.132
130 H -3.66878 5.41471 -24.49588  0.171
131 H -1.83960 3.58304 -24.67659  0.116
132 H -2.58817 1.94894 -24.60185  0.106
133 H -1.74754 2.67441 -23.18869  0.111
134 Cl -7.90093 1.72870 -20.47749  -0.220

---

| no. | LUMO energy (eV) | HOMO energy (eV) |
| --- | --- | --- |
| 1 | -3.24 | -13.09 |
| 2 | 6.15 | 0.55 |
| 3 | -12.14 | -21.59 |